(1)
# C2H5OP

A structure of composition C2H5OP (ωB97M-V/def2-TZVPD, OMol25).

The geometry in XYZ format:
```
9
Properties=species:S:1:pos:R:3:forces:R:3
C 0.6983 0.3295 0.3839 -1.587 -4.298 -0.798
C 1.0905 0.2582 -1.0233 1.879 1.810 -0.919
O -2.1338 -1.0972 0.6017 1.569 0.825 -0.594
P -1.2011 0.1160 -0.1808 -1.383 -0.662 0.477
H 0.9158 -0.5507 1.0412 0.232 0.483 -0.888
H 1.6579 -0.5752 -1.5028 -0.822 0.746 0.700
H 0.8510 1.1602 -1.6745 0.436 -1.376 0.846
H -2.6393 -0.7932 1.3459 -0.466 0.274 0.639
H 0.7607 1.1525 1.0088 0.141 2.198 0.536
```
Positions in Å, forces in eV/Å.

Results
- gap between HOMO and LUMO (spin up / spin down) (eV) = 7.837 / 8.009
- HOMO energy (spin up / spin down) (eV) = -6.9 / -9.2
- largest force on an atom (hartree/bohr) = 0.0904
- DFT total energy (hartree) = -495.65626
- multiplicity = 3

These are the Mulliken partial charges, in e, on atoms 1 to 8: number 1, C, carries -0.390; number 2, C, carries -0.769; number 3, O, carries -0.493; number 4, P, carries 0.153; number 5, H, carries 0.257; number 6, H, carries 0.299; number 7, H, carries 0.285; number 8, H, carries 0.315


(2)
# C59H94I2N11O6S

A cluster of 10 separate species, C59H94I2N11O6S in total (ωB97M-V/def2-TZVPD, OMol25).

The geometry in XYZ format:
```
173
Properties=species:S:1:pos:R:3:forces:R:3
C -0.6446 -1.1374 -4.1462 1.207 -2.228 9.928
C -0.5983 -1.3740 -2.7406 0.027 0.495 -7.438
C -0.4049 -1.7241 -1.1541 1.507 -0.156 1.940
N -0.7927 -2.7705 -0.3550 -0.915 2.408 -4.854
C -1.6185 -3.7696 -1.1756 -1.403 -2.267 -0.503
C -0.6870 -4.7169 -2.1715 -0.820 0.577 -0.427
C -1.6170 -5.2047 -3.4739 0.364 0.663 0.206
C -0.7348 -4.8693 -4.8543 4.980 -3.558 -1.262
O 0.3782 -5.5981 -5.0511 -7.204 5.027 1.099
O -1.0913 -3.8375 -5.8400 -0.875 -1.830 3.921
C -0.4281 -2.7983 1.1467 -0.280 -0.861 0.115
C 0.2722 -4.2630 1.2787 0.833 -0.324 1.447
C 1.7795 -4.4618 0.7006 3.768 -5.518 4.839
O 2.5448 -5.3682 1.3759 -5.253 5.971 -4.637
I 2.7463 -3.5700 -1.0279 -0.780 -0.348 1.057
C -1.7950 -2.7966 2.0809 -0.070 -0.989 1.122
I -3.4847 -1.6733 1.1446 1.170 -0.245 0.397
C -2.4324 -4.2590 2.4346 -1.994 -0.065 1.314
C -1.9693 -4.8478 3.9329 0.790 -0.470 -0.881
C 0.4964 -1.4257 1.3995 -0.264 2.231 -0.280
C -0.1365 -0.1605 2.2337 -1.869 0.612 0.995
C 0.7799 1.1957 2.2619 -0.245 1.154 0.369
C 1.8187 1.3362 3.5176 1.692 0.001 -1.106
C 2.5836 2.8130 3.3443 -0.558 5.039 3.470
O 2.2629 3.9040 4.0444 1.753 -7.208 -4.750
O 3.7122 2.9597 2.3675 -1.245 -1.799 2.752
O 1.8200 -1.5549 2.0126 -2.120 -1.018 -0.996
C 1.8023 -2.1087 3.3656 1.015 -1.754 2.004
C 3.1810 -3.0490 3.4954 0.489 -0.238 0.042
C 4.1676 -2.5554 4.7060 -0.494 -0.119 -0.282
C 0.4558 -0.7693 -0.1420 -0.944 2.295 -1.401
N 1.7489 -0.2303 -0.7259 -1.861 6.121 -3.837
C 1.5279 0.9348 -1.4499 -0.512 -3.204 0.538
S 1.1135 2.2331 -2.4998 1.709 -4.158 3.720
H -0.4650 -1.0383 -5.3243 -0.696 -0.247 3.266
H -2.2210 -4.5331 -0.5008 1.344 1.944 -1.048
H -2.4585 -3.2273 -1.8298 2.143 -0.703 1.668
H -0.3685 -5.6482 -1.5384 -0.199 1.864 -1.507
H 0.1951 -4.1080 -2.6401 -1.485 -1.327 1.373
H -1.8064 -6.3487 -3.3181 0.422 2.239 -0.978
H -2.6412 -4.6379 -3.4784 1.873 -1.067 -0.067
H -1.9110 -3.3598 -5.4712 1.554 -1.042 -0.841
H -0.3490 -5.1684 0.8378 1.059 2.225 0.686
H 0.3441 -4.4966 2.4485 0.167 0.342 -2.622
H -1.6283 -2.2847 3.1472 -0.048 -0.905 -2.692
H -2.3727 -5.0686 1.5968 0.169 1.645 1.524
H -3.6043 -4.0682 2.5866 2.626 -0.477 -0.534
H -1.8028 -6.0181 3.8199 -0.222 2.557 0.342
H -0.9278 -4.3500 4.2321 -2.378 -1.239 -0.353
H -2.7942 -4.7016 4.7504 1.636 0.006 -1.725
H -0.3897 -0.4118 3.3736 0.741 0.244 -2.467
H -1.1875 0.1963 1.7912 2.273 -1.080 0.805
H 0.0141 2.1054 2.3778 1.592 -2.040 -0.240
H 1.3848 1.4238 1.2886 -1.155 -0.744 1.748
H 2.6987 0.5386 3.3933 -1.985 1.684 0.245
H 1.3393 1.1899 4.5745 0.858 0.736 -2.112
H 4.4866 2.3633 2.6622 -1.929 1.082 -0.583
H 1.9005 -1.3301 4.2393 -0.373 -0.950 -2.044
H 0.8219 -2.7365 3.6294 2.038 1.273 -0.878
H 3.8007 -2.9425 2.4817 -1.630 -0.375 2.080
H 2.9099 -4.1899 3.7196 0.488 2.614 -0.852
H 4.1765 -1.3619 4.7124 0.183 -2.643 0.259
H 3.7454 -2.9851 5.7226 1.016 1.204 -2.100
H 5.2696 -2.9806 4.5353 -2.512 1.030 0.373
H -0.2108 0.2225 -0.1506 0.805 -2.439 0.656
C 5.1438 -5.4885 8.5136 0.007 -0.124 -0.068
C 5.7110 -4.6063 9.6213 0.192 -0.317 -0.212
C 4.8234 -3.4002 9.9345 0.149 0.540 -0.944
C 4.6849 -2.5292 8.6965 -0.964 5.079 -6.722
N 4.5699 -1.8068 7.6694 0.979 -5.686 8.324
H 5.0684 -4.9478 7.5649 -0.033 -0.009 0.127
H 5.7953 -6.3515 8.3441 -0.126 0.099 0.041
H 4.1475 -5.8600 8.7794 0.115 0.035 -0.062
H 6.7110 -4.2657 9.3262 -0.173 0.028 0.144
H 5.8306 -5.2082 10.5288 -0.035 0.206 -0.028
H 5.2657 -2.8082 10.7428 -0.151 0.088 -0.232
H 3.8294 -3.7275 10.2582 0.072 0.157 -0.172
C 7.0237 -3.1214 -2.5755 -0.077 -0.040 -0.110
C 7.7271 -1.9364 -1.9214 -0.301 -0.008 -0.271
C 8.6484 -2.3514 -0.7727 -0.768 -0.354 0.716
C 7.8380 -3.0437 0.3111 -4.275 -3.911 6.245
N 7.1657 -3.6180 1.2100 5.256 4.604 -7.181
H 6.3679 -3.6417 -1.8702 0.146 0.022 -0.005
H 6.3996 -2.7807 -3.4077 0.126 -0.061 0.051
H 7.7508 -3.8420 -2.9668 -0.145 0.074 0.047
H 6.9697 -1.2325 -1.5551 0.206 -0.042 0.019
H 8.3160 -1.4096 -2.6803 0.022 -0.024 0.201
H 9.1386 -1.4695 -0.3469 -0.084 -0.242 0.123
H 9.4274 -3.0329 -1.1312 -0.160 -0.007 0.180
C 2.6438 7.8911 -1.4892 0.036 0.105 0.020
C 2.7483 6.5032 -0.8651 -0.215 0.401 0.186
C 3.2486 5.4443 -1.8495 -0.835 0.042 -0.670
C 2.2857 5.3363 -3.0207 -5.103 -0.773 -6.614
N 1.4870 5.2468 -3.9923 6.202 0.625 7.684
H 1.9187 7.9123 -2.3089 0.140 -0.029 0.028
H 2.3107 8.6192 -0.7429 0.103 -0.089 -0.109
H 3.6141 8.2206 -1.8780 -0.200 0.019 0.011
H 1.7641 6.2142 -0.4763 0.198 -0.100 -0.028
H 3.4316 6.5486 -0.0101 -0.058 -0.185 -0.137
H 3.3191 4.4716 -1.3513 -0.089 0.021 -0.257
H 4.2439 5.7068 -2.2241 -0.216 -0.046 -0.133
C -7.9572 -1.7966 3.4597 0.015 0.109 0.043
C -8.2103 -2.7846 2.3255 0.068 0.438 0.043
C -8.3749 -4.2244 2.8161 1.012 -0.181 0.328
C -7.1075 -4.6733 3.5252 6.938 -2.781 3.996
N -6.0561 -5.0455 4.1134 -8.202 3.044 -4.734
H -7.0234 -2.0167 3.9867 -0.124 -0.044 -0.018
H -7.8750 -0.7788 3.0657 -0.070 -0.112 0.076
H -8.7769 -1.8159 4.1870 0.143 0.035 -0.082
H -7.3783 -2.7273 1.6129 -0.173 -0.143 0.018
H -9.1162 -2.4839 1.7877 0.130 -0.213 -0.003
H -8.5676 -4.8905 1.9684 0.141 -0.037 0.227
H -9.2211 -4.3010 3.5074 0.239 -0.067 0.017
C 0.2484 9.1410 -6.2240 0.013 -0.022 -0.160
C -0.2861 9.5052 -4.8425 -0.051 -0.385 -0.212
C 0.2705 10.8309 -4.3198 1.057 -0.293 0.088
C 1.7836 10.7429 -4.2045 8.464 -0.201 0.771
N 3.0388 10.6697 -4.1090 -9.967 0.496 -0.741
H 1.3337 8.9992 -6.2131 -0.106 0.058 0.053
H -0.1977 8.2027 -6.5687 0.032 0.140 0.029
H 0.0095 9.9214 -6.9554 0.008 -0.131 0.133
H -0.0405 8.6969 -4.1428 -0.027 0.167 0.006
H -1.3787 9.5693 -4.8897 0.176 0.128 0.079
H -0.1527 11.0536 -3.3345 0.258 0.061 -0.072
H 0.0076 11.6519 -4.9956 0.174 -0.116 0.053
C -2.5376 13.7863 -3.5172 0.074 0.072 0.092
C -3.8314 13.8567 -4.3221 0.254 0.322 0.129
C -4.2654 12.4962 -4.8709 0.799 -0.133 -0.734
C -3.1916 11.9502 -5.7980 5.800 -3.298 -5.232
N -2.3008 11.4973 -6.5669 -7.049 3.662 6.140
H -1.6954 13.4563 -4.1337 -0.125 -0.005 0.041
H -2.2821 14.7743 -3.1214 -0.039 -0.174 -0.016
H -2.6383 13.0957 -2.6721 0.039 0.088 -0.085
H -3.6968 14.5655 -5.1484 -0.130 -0.167 0.090
H -4.6266 14.2550 -3.6824 -0.001 -0.133 -0.165
H -5.2032 12.5974 -5.4275 0.226 -0.175 -0.053
H -4.4308 11.7863 -4.0533 0.133 -0.017 -0.198
C -1.1903 2.7295 -8.4917 -0.020 0.023 -0.119
C -0.7983 2.7565 -7.0178 -0.120 0.430 -0.302
C -0.5895 1.3587 -6.4320 -1.041 -0.267 -0.093
C -1.8785 0.5601 -6.5369 -7.076 -4.566 -0.537
N -2.9479 -0.1024 -6.6241 8.466 5.133 0.786
H -2.1467 2.2200 -8.6464 0.128 0.006 0.030
H -1.3005 3.7491 -8.8743 0.066 -0.174 0.055
H -0.4270 2.2206 -9.0914 -0.123 0.079 0.046
H -1.5771 3.2839 -6.4534 0.200 -0.143 0.036
H 0.1264 3.3332 -6.9065 -0.093 -0.172 0.155
H -0.2971 1.4325 -5.3791 -0.147 -0.131 -0.063
H 0.2062 0.8312 -6.9691 -0.181 -0.056 -0.012
C 1.7588 -9.2415 6.2075 0.076 -0.054 0.108
C 0.6535 -9.3480 5.1616 -0.022 -0.142 0.445
C 0.9251 -8.4961 3.9202 -0.039 0.975 0.476
C 1.0274 -7.0317 4.3146 0.685 8.242 1.873
N 1.1125 -5.8169 4.6419 -0.699 -9.620 -2.581
H 1.8567 -8.2205 6.5897 0.004 -0.088 -0.106
H 1.5364 -9.8878 7.0624 0.064 0.070 -0.151
H 2.7247 -9.5480 5.7901 -0.117 0.053 0.087
H -0.2972 -9.0471 5.6186 0.095 -0.050 -0.188
H 0.5487 -10.3961 4.8607 -0.036 0.192 -0.112
H 0.1123 -8.6174 3.1962 0.138 0.231 0.048
H 1.8585 -8.8056 3.4376 -0.074 0.251 0.065
C -6.7339 -0.1050 -3.3223 -0.021 0.055 -0.116
C -6.3419 -0.0780 -1.8484 -0.158 0.324 -0.254
C -6.1331 -1.4758 -1.2625 -1.188 -0.295 -0.162
C -7.4221 -2.2744 -1.3675 -7.066 -4.733 -0.438
N -8.4915 -2.9369 -1.4547 8.516 5.302 0.722
H -7.6902 -0.6145 -3.4770 0.147 0.007 0.054
H -6.8441 0.9146 -3.7049 0.064 -0.170 0.033
H -5.9706 -0.6139 -3.9220 -0.112 0.079 0.029
H -7.1207 0.4494 -1.2840 0.183 -0.142 0.027
H -5.4171 0.4988 -1.7371 -0.046 -0.132 0.116
H -5.8407 -1.4020 -0.2097 -0.295 -0.196 -0.150
H -5.3374 -2.0033 -1.7997 -0.198 -0.065 0.053
```
Positions in Å, forces in eV/Å.

Results
- net charge = +1
- gap between HOMO and LUMO (eV) = 7.127
- HOMO energy (eV) = -12.0
- largest force on an atom (hartree/bohr) = 0.1992
- DFT total energy (hartree) = -4350.65569
- multiplicity = 1

These are the Mulliken partial charges, in e, on atoms 1 to 8: number 1, C, carries -0.679; number 2, C, carries -1.334; number 3, C, carries 1.160; number 4, N, carries 0.952; number 5, C, carries -0.907; number 6, C, carries 0.181; number 7, C, carries -0.371; number 8, C, carries 0.342


(3)
# C21H17N4RhSSe5

A structure of composition C21H17N4RhSSe5 (ωB97M-V/def2-TZVPD, OMol25).

The geometry in XYZ format:
```
49
Properties=species:S:1:pos:R:3:forces:R:3
Rh 1.3154 -0.3568 1.6491 0.268 -0.181 0.288
S -6.0876 0.4393 2.6691 -0.211 0.029 0.009
N -5.1508 -0.8677 2.7858 -0.091 -0.024 0.006
C -3.9052 -0.4515 2.6759 0.124 0.283 -0.053
C -2.7283 -1.2940 2.7041 0.190 0.039 0.001
C -2.7758 -2.6803 2.8459 -0.055 0.025 -0.012
C -1.5983 -3.3914 2.8491 -0.044 -0.011 0.054
C -0.4015 -2.7071 2.6684 0.030 -0.035 0.045
N -0.3476 -1.3926 2.5077 -0.105 0.071 -0.184
C -1.4859 -0.6729 2.5455 -0.070 -0.236 0.070
C -1.3680 0.7795 2.4046 -0.042 0.297 0.015
N -0.1280 1.2901 2.3182 -0.025 -0.166 -0.101
C 0.0235 2.5965 2.1900 0.077 0.048 0.057
C -1.0533 3.4775 2.1215 -0.019 0.055 0.031
C -2.3296 2.9738 2.2147 -0.061 -0.028 -0.002
C -2.5009 1.5984 2.3718 0.151 -0.081 -0.003
C -3.7947 0.9611 2.4992 0.076 -0.273 0.037
N -4.9600 1.5768 2.4787 -0.096 0.014 0.010
H -3.7383 -3.1659 2.9415 0.024 -0.011 0.033
H -1.5888 -4.4653 2.9699 0.012 0.017 -0.017
H 0.5457 -3.2290 2.6403 0.017 0.010 -0.062
H 1.0451 2.9549 2.1455 0.002 -0.025 -0.075
H -0.8743 4.5370 2.0007 0.004 -0.023 0.012
H -3.2030 3.6114 2.1728 0.022 0.016 -0.005
Se 2.5632 -0.9865 3.6337 -0.223 0.082 0.304
Se 4.7640 -0.7326 3.6079 0.233 0.075 -0.130
Se 4.9801 1.0323 1.2723 0.228 -0.057 0.245
Se 2.9228 0.9405 0.4559 -0.242 0.096 -0.401
C 2.4837 0.5649 -5.9355 -0.019 -0.002 0.053
C 1.9992 0.2152 -4.5529 0.039 -0.037 -0.027
C 2.3705 -0.9730 -3.9388 0.026 0.028 -0.016
C 1.9144 -1.3202 -2.6717 -0.041 0.074 0.101
C 2.3800 -2.6078 -2.0434 -0.065 0.085 -0.096
C 1.0353 -0.4486 -2.0104 0.089 0.046 -0.020
Se 0.2047 -1.0225 -0.3762 -0.255 -0.155 -0.275
C 0.6816 0.7776 -2.5907 0.011 -0.104 0.047
C -0.2245 1.7629 -1.8995 0.023 0.029 -0.093
C 1.1706 1.0823 -3.8552 -0.005 0.105 -0.009
H 3.1814 -0.1841 -6.3091 -0.002 0.016 0.001
H 2.9873 1.5335 -5.9395 -0.003 -0.018 -0.017
H 1.6471 0.6257 -6.6349 0.022 0.006 -0.002
H 3.0390 -1.6518 -4.4591 -0.001 0.016 0.023
H 3.2023 -3.0377 -2.6162 -0.043 0.004 -0.005
H 1.5658 -3.3341 -1.9972 0.027 -0.020 0.033
H 2.7139 -2.4357 -1.0207 0.026 -0.022 0.032
H -0.1379 1.6936 -0.8174 0.006 -0.004 0.054
H -1.2704 1.5732 -2.1589 0.025 0.008 0.056
H 0.0236 2.7820 -2.2016 -0.043 -0.033 -0.045
H 0.8923 2.0294 -4.3109 0.012 -0.031 0.033
```
Positions in Å, forces in eV/Å.

Results
- gap between HOMO and LUMO (spin up / spin down) (eV) = 5.704 / 5.581
- HOMO energy (spin up / spin down) (eV) = -6.8 / -7.2
- largest force on an atom (hartree/bohr) = 0.0093
- DFT total energy (hartree) = -13545.43827
- multiplicity = 5

These are the Mulliken partial charges, in e, on atoms 1 to 8: number 1, Rh, carries 0.261; number 2, S, carries 0.144; number 3, N, carries -0.678; number 4, C, carries 0.784; number 5, C, carries 0.388; number 6, C, carries -0.534; number 7, C, carries -0.879; number 8, C, carries -0.438


(4)
# C3H6O2S

The molecule C3H6O2S (ωB97M-V/def2-TZVPD, OMol25).

The geometry in XYZ format:
```
12
Properties=species:S:1:pos:R:3:forces:R:3
O 2.0824 0.5190 -0.3997 1.889 0.690 -2.050
C 1.4986 0.1725 0.5580 -1.044 -0.289 1.527
O 1.9789 0.4447 1.8267 1.119 -0.329 -1.634
C 0.1283 -0.4172 0.4735 -1.444 1.595 1.104
C -0.5787 -0.1585 -0.8826 0.394 2.087 1.334
S -2.3900 -0.3211 -0.6910 0.342 -0.291 -0.884
H 2.9095 0.7261 1.5697 -1.302 -0.179 0.898
H -0.4063 0.4327 1.1370 0.548 -2.680 -0.570
H 0.1144 -1.4734 0.8223 -0.364 0.943 0.223
H -0.4562 0.9657 -0.9575 0.192 -1.380 -0.736
H -0.2839 -0.6745 -1.7912 0.459 -0.103 0.349
H -2.4168 -0.1288 -2.0330 -0.789 -0.065 0.439
```
Positions in Å, forces in eV/Å.

Results
- gap between HOMO and LUMO (eV) = 9.888
- HOMO energy (eV) = -9.2
- structure (SMILES) = O=C(O)CCS
- largest force on an atom (hartree/bohr) = 0.0558
- DFT total energy (hartree) = -666.55792
- multiplicity = 1

These are the Mulliken partial charges, in e, on atoms 1 to 8: number 1, O, carries -0.502; number 2, C, carries 0.447; number 3, O, carries -0.467; number 4, C, carries -0.517; number 5, C, carries -0.523; number 6, S, carries -0.199; number 7, H, carries 0.352; number 8, H, carries 0.243